Entry 1:
{
  "formula": "C10H13F6N2O6S3SiV",
  "method": "ωB97M-V/def2-TZVPD",
  "lumo_energy_ev": [-4.617, -4.122],
  "de_lowest_ev": 0.000,
  "charge": 1,
  "gap_ev": [8.2, 8.8],
  "s2": 0.76,
  "multiplicity": 2,
  "symbols": ["O", "N", "H", "O", "C", "C", "O", "H", "S", "C", "H", "H", "O", "Si", "C", "V", "H", "S", "O", "N", "F", "H", "F", "H", "C", "H", "F", "F", "H", "F", "C", "C", "H", "S", "H", "C", "C", "O", "H", "F", "C", "H"],
  "coordinates": [[0.93689, -0.12045, -0.79875], [-2.41741, -1.18422, 0.30066], [-0.70349, -1.48444, -2.97557], [-0.69176, 4.25588, 1.71587], [0.54696, 1.03590, 4.35012], [-3.65573, -1.23604, -0.23117], [3.03187, 1.47340, 3.50539], [0.27972, 1.42929, -3.35278], [1.71645, 1.48951, 2.99556], [-1.82235, -2.21720, 0.92263], [0.37637, -2.69569, -2.25266], [-5.35929, -2.44172, -0.57850], [-1.75828, -0.01339, 0.22179], [1.49026, -0.50757, -2.41012], [-4.36805, -2.39967, -0.15350], [0.07896, 0.11556, 0.59602], [3.85359, -0.27792, -1.75348], [-0.24607, -1.93189, 1.57147], [-0.35089, 2.02636, 0.76056], [1.23104, 2.89126, 2.53533], [2.21665, 2.90007, -0.24217], [0.58181, -2.21325, -3.93567], [0.83974, -0.17645, 4.78491], [3.66412, -1.33826, -3.14942], [-3.79374, -3.50563, 0.47928], [1.94828, 1.85366, -2.93516], [0.60931, 4.13584, -1.01417], [1.97894, 4.94022, 0.45984], [3.29085, -1.94261, -1.53462], [0.62579, 1.91140, 5.32557], [1.34146, 3.86562, 0.05329], [1.31075, 1.07188, -3.35063], [1.61106, 0.91760, -4.38989], [0.23627, 3.24266, 1.39273], [-4.34285, -4.43428, 0.55053], [0.32572, -1.84777, -2.93902], [3.23381, -1.06663, -2.18247], [1.42552, 0.42816, 1.98350], [-3.99426, -0.31765, -0.68618], [-0.68753, 1.03706, 3.83442], [-2.52935, -3.41574, 1.01478], [-2.06113, -4.25286, 1.51169]]
}


Entry 2:
{
  "formula": "C10H13FN2",
  "method": "ωB97M-V/def2-TZVPD",
  "lumo_energy_ev": 0.481,
  "de_lowest_ev": 1.534,
  "charge": 0,
  "gap_ev": 8.1,
  "symbols": ["C", "H", "H", "C", "H", "H", "C", "C", "H", "C", "H", "H", "C", "C", "C", "H", "H", "H", "H", "C", "H", "N", "N", "F", "C", "H"],
  "coordinates": [[-2.58995, 0.17195, -1.56502], [2.05365, 0.26743, 2.79288], [-4.40147, 0.94316, -2.07367], [0.78382, 0.84714, -1.64772], [1.75039, -1.18598, -0.77025], [1.16930, -2.01253, 0.76852], [1.81192, -1.22041, 0.33944], [1.69097, 1.08559, -0.47354], [2.80041, -1.37925, 0.64931], [-0.47993, 0.49355, -1.37737], [-0.33170, 0.18589, 2.08493], [3.16719, 0.69297, 1.68103], [1.41427, 0.24581, 0.73172], [-3.93715, -0.03270, -2.08036], [2.17030, 0.83447, 1.91734], [1.07700, 1.00226, -2.59277], [2.09707, 1.93552, 2.00685], [-4.09809, -0.59571, -3.08987], [-4.39094, -0.73682, -1.34704], [-0.94730, 0.20216, -0.05104], [2.83827, 1.02826, -0.77717], [-1.51624, 0.37137, -2.27501], [-2.40616, 0.02294, -0.24228], [1.51520, 2.39666, -0.05277], [-0.10230, 0.12282, 0.98266], [-3.08764, -0.06296, 0.50112]]
}


Entry 3:
{
  "formula": "C10H13FeN3O8P2S6",
  "method": "ωB97M-V/def2-TZVPD",
  "lumo_energy_ev": [1.787, -0.634],
  "charge": -1,
  "gap_ev": [7.4, 4.9],
  "s2": 1.18,
  "multiplicity": 2,
  "symbols": ["S", "N", "S", "C", "C", "H", "H", "H", "H", "O", "C", "H", "O", "S", "S", "C", "O", "O", "O", "P", "C", "H", "C", "H", "N", "H", "O", "O", "N", "H", "S", "C", "H", "H", "C", "S", "C", "H", "Fe", "P", "C", "O", "H"],
  "coordinates": [[-5.79364, 1.61964, 0.82059], [1.12015, 6.50616, -1.34043], [-4.85588, 3.85994, 2.48505], [2.54379, -1.04817, -2.37039], [-0.48847, 3.54091, -0.94506], [2.34895, -4.18343, -1.48304], [4.03437, -2.52104, -2.91391], [-5.14797, -2.26976, 0.66675], [4.67806, -1.11611, -2.06397], [3.69863, 1.95791, 1.17934], [-4.94906, -2.18042, -0.39835], [1.72020, -3.41311, -0.01217], [0.60311, -0.81807, 3.05728], [-5.64871, -0.64096, -1.05041], [1.17879, -2.17290, -1.94352], [-4.81614, 0.57721, -0.11343], [1.70033, 0.82320, 0.01442], [3.05797, -0.40410, 1.75259], [-0.75552, 0.74744, 1.61970], [2.55855, 1.05244, 1.26423], [3.83619, -1.80677, -2.10848], [3.55619, -1.81237, 0.02298], [2.26424, -3.24063, -0.93981], [2.40672, -0.70299, -3.39334], [-0.57643, 2.38007, -0.82016], [-3.88692, -2.24994, -0.60005], [1.51125, 1.45559, 2.45068], [-0.39866, 1.22787, 4.14314], [-0.62523, 4.78304, -1.15776], [0.49417, -1.02903, 3.99216], [-2.94075, 2.10193, 1.00482], [-3.42796, 0.79754, -0.06744], [4.40280, -3.25221, -0.56051], [2.33933, -0.86348, 2.22020], [3.60955, -2.53888, -0.78748], [-2.31840, -0.11557, -0.92747], [0.34651, 5.65232, -1.23873], [-5.46991, -2.97788, -0.92639], [-0.18558, 0.58100, -0.22213], [0.11391, 0.74340, 2.85980], [-4.51829, 2.60919, 1.49756], [0.26826, -1.44550, -0.98972], [2.41149, -0.21349, -1.67720]]
}


Entry 4:
{
  "formula": "C10H13MnN4S5Sb",
  "method": "ωB97M-V/def2-TZVPD",
  "lumo_energy_ev": [2.270, 2.118],
  "de_lowest_ev": 0.000,
  "charge": -1,
  "gap_ev": [5.9, 5.8],
  "s2": 2.10,
  "multiplicity": 3,
  "symbols": ["S", "H", "H", "C", "C", "H", "H", "N", "S", "N", "H", "C", "H", "C", "H", "C", "H", "C", "H", "S", "C", "Mn", "H", "S", "N", "H", "H", "C", "H", "C", "C", "Sb", "N", "S"],
  "coordinates": [[1.34650, -1.59437, -1.55893], [3.08019, -0.67351, 3.72183], [-2.41277, -1.09546, -1.93461], [0.55664, 2.05016, -1.04085], [-2.64706, 0.56728, -3.32034], [-2.56008, 2.37746, -4.47396], [5.53280, -1.17619, 3.75731], [1.92933, 1.56129, 0.71466], [1.28974, -0.83106, 1.88167], [3.20162, 0.95441, 2.46407], [0.55304, 4.18171, -1.24225], [1.24851, 3.34283, -1.32666], [3.70004, 1.78990, 2.19838], [-2.13941, 1.81269, -3.65124], [4.91982, -1.18036, 2.09594], [-1.08519, 2.33284, -2.92062], [2.05968, 3.48106, -0.61996], [5.10079, -0.55383, 2.97035], [1.65420, 3.34315, -2.34127], [-1.67446, -2.11817, 0.45344], [2.18877, 0.64489, 1.62896], [-0.08285, -0.53334, -0.02742], [-0.67327, 3.30356, -3.15710], [-1.97168, -0.25183, 1.26271], [-1.05613, 0.37616, -1.57002], [5.83582, 0.20888, 2.70056], [-3.47190, 0.12916, -3.86428], [-2.07201, -0.12105, -2.26555], [3.99154, 0.68574, 4.35365], [-0.55700, 1.58663, -1.87299], [3.80922, 0.08855, 3.45608], [2.35561, -2.90633, 0.13912], [0.89097, 1.24646, -0.09127], [4.58530, -2.72911, -0.15612]]
}